(1)
Here is a 2-piece molecular cluster, C4H13NO overall at a distorted geometry from the Open Molecules 2025 dataset. Energies are from wB97M-V/def2-TZVPD.

ORCA input file:
```
! RIJCOSX wB97M-V def2-TZVPD def2/J DEFGRID3
* xyz 0 1
C -0.792 -1.798 -1.739
O -1.112 -1.520 -3.038
C -0.723 -0.483 -0.840
C 0.114 0.569 -1.536
H 0.199 -2.319 -1.592
H -1.540 -2.452 -1.174
H -0.320 -0.817 0.160
H -1.755 -0.068 -0.650
H 0.140 1.496 -0.975
H -0.322 0.702 -2.579
H 1.134 0.209 -1.621
C 0.060 0.781 2.490
N 1.152 0.822 1.439
H -0.746 0.114 2.140
H 0.557 0.468 3.451
H -0.226 1.843 2.605
H 0.671 0.938 0.528
H 1.654 -0.044 1.372
H 1.855 1.561 1.558
*
```

The value obtained for the lowest unoccupied orbital energy is -1.0 eV. The calculation puts the HOMO energy at -5.42 eV. The energy relative to the best compared isomer or geometry (same formula, charge and spin) is 464.1 kJ/mol. The calculation puts the total energy at -7891.851 eV. The orbital gap comes out at 0.1622 Ha.

(2)
Here is a 2-piece molecular cluster, C5H13N2O overall at a distorted geometry from the Open Molecules 2025 dataset. Energies are from wB97M-V/def2-TZVPD.

ORCA input file:
```
! RIJCOSX wB97M-V def2-TZVPD def2/J DEFGRID3
* xyz 1 1
C 3.276 0.354 0.797
O 3.682 0.109 -0.539
C 1.877 -0.211 0.898
C 0.927 0.419 -0.151
C -0.406 -0.152 -0.041
C -1.487 0.627 0.514
N -2.655 0.225 0.854
N -0.564 -1.513 -0.288
H 3.253 1.435 0.992
H 3.954 -0.122 1.505
H 4.597 0.356 -0.668
H 1.897 -1.290 0.723
H 1.476 -0.079 1.908
H 1.330 0.205 -1.151
H 0.891 1.500 -0.004
H -1.296 1.678 0.721
H -2.905 -0.672 0.417
H -8.161 0.325 -2.580
H -7.617 0.435 -3.091
H -1.178 -1.916 0.420
H -0.890 -1.714 -1.235
*
```

The value obtained for the lowest unoccupied orbital energy is -7.3 eV. The calculation puts the HOMO energy at -14.14 eV. The energy relative to the best compared isomer or geometry (same formula, charge and spin) is 473.9 kJ/mol. The calculation puts the total energy at -10413.284 eV. The orbital gap comes out at 0.2527 Ha.

(3)
Here is C42H29CeF5N7O9S2 as an isolated structure at a distorted geometry from the Open Molecules 2025 dataset. Energies are from wB97M-V/def2-TZVPD.

ORCA input file:
```
! RIJCOSX wB97M-V def2-TZVPD def2/J DEFGRID3
* xyz -1 1
Ce -19.572 9.224 11.916
C -16.179 6.119 9.730
C -17.398 6.919 10.016
N -17.846 7.222 11.234
N -17.088 6.607 12.252
C -17.598 6.754 13.401
S -18.936 7.691 13.994
S -16.895 5.583 14.555
C -17.372 4.013 13.787
C -18.851 4.166 13.438
C -19.181 4.413 12.139
C -20.453 4.783 11.780
C -21.458 4.764 12.712
C -21.141 4.552 14.032
C -19.819 4.262 14.438
C -18.052 7.362 8.775
C -17.650 6.841 7.505
C -18.255 7.263 6.363
C -19.350 8.122 6.433
C -19.842 8.595 7.610
C -19.179 8.177 8.780
O -19.605 8.764 9.907
H -15.675 5.853 10.675
H -15.538 6.613 8.994
H -16.457 5.184 9.259
H -17.271 3.266 14.579
H -16.789 3.797 12.820
H -18.372 4.440 11.440
H -20.683 4.923 10.718
H -22.463 4.934 12.353
H -21.896 4.670 14.799
H -19.592 4.090 15.415
H -16.867 6.083 7.409
H -17.855 7.013 5.419
H -19.796 8.510 5.507
H -20.701 9.217 7.636
O -23.735 7.737 12.352
C -22.837 8.558 12.261
O -21.614 8.339 11.714
C -23.138 9.960 12.686
C -24.465 10.386 12.595
C -24.867 11.627 13.047
C -23.947 12.536 13.505
C -22.651 12.139 13.478
C -22.157 10.893 13.082
O -20.923 10.500 13.068
N -21.676 13.198 13.843
O -21.962 14.350 13.493
O -20.672 12.904 14.536
N -26.253 11.971 12.955
O -26.969 11.310 12.254
O -26.640 12.927 13.586
H -25.221 9.714 12.211
H -24.217 13.474 13.889
C -11.867 12.837 14.484
C -12.932 13.186 13.536
C -13.381 12.350 12.559
C -14.500 12.590 11.794
C -15.253 13.689 12.041
N -16.470 13.885 11.314
C -16.918 15.061 10.808
O -16.395 16.143 10.989
N -18.186 14.951 10.143
C -19.018 13.787 9.845
C -19.526 13.687 8.570
C -20.439 12.615 8.350
C -20.612 11.635 9.322
N -19.963 11.692 10.490
C -19.304 12.794 10.820
C -14.798 14.582 12.932
C -13.722 14.322 13.728
H -11.563 13.759 14.933
H -11.042 12.272 14.149
H -12.256 12.202 15.262
H -12.918 11.382 12.484
H -14.949 11.846 11.124
H -16.846 13.009 10.925
H -18.259 15.713 9.469
H -19.271 14.404 7.809
H -21.049 12.442 7.443
H -21.372 10.823 9.164
H -18.879 12.828 11.798
H -15.365 15.514 13.084
H -13.421 15.123 14.390
F -17.364 10.463 9.035
C -16.682 10.010 10.095
C -17.133 10.180 11.378
C -16.255 9.799 12.357
F -16.621 9.924 13.692
C -14.977 9.209 12.130
F -14.266 8.714 13.167
C -14.594 9.005 10.801
F -13.532 8.299 10.552
C -15.463 9.371 9.801
F -15.034 9.225 8.502
*
```

The value obtained for the lowest unoccupied orbital energy is 1.1 eV. The calculation puts the HOMO energy at -6.04 eV. The energy relative to the best compared isomer or geometry (same formula, charge and spin) is 131.0 kJ/mol. The calculation puts the total energy at -121068.101 eV. The orbital gap comes out at 0.2638 Ha.

> Among the records above, which one has the lowest energy relative to the best compared isomer or geometry (same formula, charge and spin)?

C42H29CeF5N7O9S2